(1)
Entry from the Open Molecules 2025 dataset: a single C34H41N7O5 molecule (ωB97M-V/def2-TZVPD).

Structure (XYZ):
```
87
Properties=species:S:1:pos:R:3:forces:R:3:lowdin_charge:R:1
C -0.3609 3.9839 -8.4686 0.1 -0.2 0.0 -0.12
C 0.1832 2.7792 -7.7101 0.0 0.3 0.2 -0.27
C 0.4364 3.1146 -6.2421 0.1 -0.2 -0.1 -0.22
C 1.1147 1.9874 -5.4615 -0.2 0.0 0.0 -0.20
C 0.3267 0.6772 -5.3972 -0.1 0.2 0.4 -0.17
C -1.0293 0.8157 -4.7058 -0.1 -0.2 -0.7 -0.16
O -0.8566 1.2226 -3.3558 0.1 -0.1 0.1 0.00
C -1.2956 2.4325 -2.9945 0.0 0.3 0.2 -0.54
O -1.8976 3.1863 -3.7439 -0.2 0.1 -0.3 0.06
N -0.9544 2.6486 -1.6922 0.4 -0.4 0.3 0.17
C -1.3144 3.7237 -1.0533 -0.3 0.1 -0.4 -0.32
N -2.0858 4.6888 -1.5708 -0.1 0.1 -0.1 0.20
C -0.8489 3.8456 0.3316 0.1 0.1 0.4 -0.16
C -1.5619 4.5487 1.3019 0.1 -0.1 -0.1 -0.03
C -1.1231 4.5784 2.6075 0.0 0.0 0.1 -0.03
C 0.0560 3.9265 2.9866 -0.1 0.1 -0.4 -0.27
N 0.4620 3.9736 4.2996 -0.1 0.2 0.5 0.02
C 1.3716 2.9916 4.8582 0.1 0.0 -0.1 -0.11
C 1.0156 1.5931 4.4625 0.2 -0.2 0.0 -0.31
N 1.8033 0.8244 3.7682 0.5 0.4 0.1 0.17
C 1.0859 -0.3127 3.5083 -0.7 -0.1 0.3 -0.20
C 1.4224 -1.4328 2.7615 -0.2 -0.1 0.2 0.06
C 0.4616 -2.4205 2.6235 0.1 0.0 0.4 -0.16
C 0.7549 -3.6639 1.8567 0.1 0.1 0.2 -0.39
O 0.5370 -4.7678 2.3234 -0.2 0.0 0.1 0.08
N 1.3446 -3.5022 0.6369 0.2 -0.3 0.0 0.02
C 1.8321 -4.6807 -0.0562 0.2 -0.4 -0.1 -0.12
C 0.9233 -5.0410 -1.2415 -0.1 0.1 0.3 -0.05
C -0.5030 -5.1960 -0.7535 0.4 0.1 -0.4 -0.51
O -1.3128 -4.3053 -0.7296 -0.2 0.1 0.1 0.11
O -0.7350 -6.4425 -0.3537 0.2 -0.3 0.0 0.00
C -2.0239 -6.7385 0.1901 -0.5 0.1 0.2 -0.20
C -2.2515 -6.0758 1.5408 0.2 -0.1 -0.3 -0.07
C 1.4141 -2.2908 -0.0712 -0.1 0.6 -0.4 -0.30
C 0.3538 -1.3836 -0.0901 0.1 -0.1 -0.2 0.02
C 0.5010 -0.2213 -0.8227 0.1 -0.2 0.1 -0.04
C 1.6839 -0.0108 -1.5197 0.0 0.0 0.0 -0.06
C 2.6568 -0.9912 -1.4679 0.0 0.3 -0.2 -0.14
N 2.5296 -2.1045 -0.7643 0.0 -0.4 0.4 0.13
C -0.7854 -2.3193 3.2566 0.1 -0.1 -0.1 -0.02
C -1.1395 -1.2080 3.9905 -0.2 0.0 0.1 0.00
C -0.1957 -0.1983 4.0983 0.5 -0.3 -0.4 -0.15
N -0.2083 1.0298 4.7137 0.3 -0.1 -0.1 -0.01
C -1.3113 1.6094 5.4246 -0.3 0.2 0.0 -0.01
C 0.7972 3.2640 2.0016 0.0 0.0 0.2 0.00
C 0.3363 3.2113 0.7071 -0.3 0.1 -0.1 0.00
H 0.3505 4.8068 -8.4415 0.0 0.1 0.0 0.07
H -1.2920 4.3233 -8.0202 -0.1 0.1 0.0 0.07
H -0.5523 3.7298 -9.5089 -0.1 0.1 -0.1 0.07
H -0.5349 1.9608 -7.7858 0.0 -0.1 0.0 0.10
H 1.1171 2.4490 -8.1725 0.0 -0.1 0.0 0.11
H -0.5056 3.3832 -5.7620 0.0 0.1 0.0 0.09
H 1.0842 3.9942 -6.1922 0.0 0.1 0.0 0.11
H 1.2929 2.3336 -4.4403 0.1 0.0 0.0 0.10
H 2.0880 1.7769 -5.9127 0.1 0.0 0.1 0.11
H 0.1593 0.2849 -6.4007 0.0 -0.1 0.0 0.11
H 0.9160 -0.0550 -4.8407 0.0 -0.1 -0.1 0.11
H -1.6677 1.5388 -5.2220 0.1 -0.2 0.1 0.12
H -1.5334 -0.1557 -4.6774 0.0 0.2 0.0 0.13
H -2.2756 5.5409 -1.0747 0.1 -0.1 0.0 0.11
H -2.3495 4.5781 -2.5453 0.0 0.0 0.1 0.09
H -2.4945 5.0356 1.0535 -0.1 0.0 0.0 0.11
H -1.7007 5.1035 3.3569 -0.1 0.0 0.1 0.11
H -0.2166 4.3624 4.9360 0.1 -0.1 -0.1 0.12
H 1.3674 3.1019 5.9459 0.0 0.1 -0.1 0.13
H 2.3895 3.1766 4.5009 -0.1 -0.1 0.1 0.13
H 2.3975 -1.5176 2.3097 0.1 0.0 -0.1 0.13
H 1.8450 -5.4983 0.6674 0.1 0.2 -0.1 0.13
H 2.8411 -4.4726 -0.4181 -0.1 -0.1 0.1 0.12
H 1.2632 -5.9762 -1.6835 0.0 0.0 0.0 0.12
H 0.9541 -4.2389 -1.9799 -0.1 -0.1 0.0 0.12
H -2.7894 -6.4182 -0.5259 0.1 -0.1 0.1 0.12
H -2.0335 -7.8269 0.2783 0.0 0.1 -0.1 0.12
H -1.3780 -6.2128 2.1738 0.0 0.0 0.1 0.07
H -2.4148 -5.0097 1.4073 0.0 0.0 0.1 0.06
H -3.1231 -6.5131 2.0202 -0.1 -0.1 0.1 0.08
H -0.5638 -1.6073 0.4280 -0.1 0.0 0.0 0.12
H -0.2902 0.5104 -0.8820 -0.1 0.1 0.0 0.08
H 1.8216 0.8825 -2.1066 0.0 0.1 -0.1 0.09
H 3.5884 -0.8990 -2.0120 0.0 0.1 -0.1 0.10
H -1.4807 -3.1369 3.1422 -0.1 -0.1 0.0 0.11
H -2.1133 -1.1332 4.4509 -0.1 0.0 0.0 0.11
H -1.9233 2.2277 4.7607 0.0 0.0 0.1 0.10
H -0.9462 2.2203 6.2510 -0.1 -0.1 0.0 0.09
H -1.9333 0.8124 5.8305 0.0 0.1 0.0 0.09
H 1.7207 2.7716 2.2548 0.1 -0.1 0.0 0.10
H 0.8899 2.6737 -0.0446 0.1 -0.1 -0.1 0.10
```
Forces are in eV/Å.

Its spin multiplicity is 1. The value obtained for the frontier orbital gap is 8.60 eV. The LUMO energy is 0.343 eV. The calculation puts the HOMO energy at -8.26 eV. The SMILES is CCCCCCOC(=O)/N=C(\N)c1ccc(NCc2nc3cc(C(=O)N(CCC(=O)OCC)c4ccccn4)ccc3n2C)cc1.

(2)
Entry from the Open Molecules 2025 dataset: C34H42AsF6InN5O6P3S as an isolated structure (ωB97M-V/def2-TZVPD).

Structure (XYZ):
```
99
Properties=species:S:1:pos:R:3:forces:R:3:lowdin_charge:R:1
In -0.2956 -0.5788 0.2360 -0.4 0.0 0.0 0.61
C 0.9874 0.6952 3.8226 0.0 0.0 0.0 -0.22
P 1.1948 0.7327 2.0139 0.1 -0.1 0.0 1.04
C 0.9126 2.5120 1.6662 0.0 0.0 0.0 -0.37
N 1.5793 3.3346 2.4303 0.0 0.0 0.0 0.15
C 1.4664 4.6667 2.1954 0.0 0.0 0.0 -0.19
C 2.1964 5.5856 2.9821 0.0 0.0 0.0 0.00
C 2.0793 6.9213 2.7309 0.0 0.0 0.0 -0.05
C 1.2320 7.3946 1.6990 0.0 0.0 0.0 -0.05
C 0.5111 6.5266 0.9324 0.0 0.0 0.0 0.00
C 0.6201 5.1380 1.1700 0.0 0.0 0.0 -0.19
N -0.1090 4.2667 0.4278 0.0 0.0 0.0 0.15
C 0.0391 2.9889 0.6423 0.0 0.0 0.0 -0.37
P -1.1060 1.8934 -0.3018 0.0 0.0 0.0 1.04
C -2.6481 2.4289 0.5126 0.0 0.0 0.0 -0.21
C -1.2315 2.3991 -2.0753 0.0 0.0 0.0 -0.68
C -1.5721 3.8752 -2.2817 0.0 0.0 0.0 -0.08
C 0.1024 2.0601 -2.7456 0.0 0.0 0.0 -0.07
C -2.3707 1.5390 -2.6464 0.0 0.0 0.0 -0.09
C 2.9971 0.3927 1.7474 0.1 -0.1 0.1 -0.60
C 3.1393 -1.1329 1.8743 0.0 0.0 0.0 -0.08
C 3.3349 0.8808 0.3231 -0.1 -0.1 0.0 -0.19
C 3.9136 1.0718 2.7657 0.0 0.0 0.0 -0.08
H 1.6805 1.4043 4.2716 0.0 0.0 0.0 0.05
H 1.1829 -0.3046 4.2090 0.0 0.0 0.0 0.06
H -0.0283 0.9905 4.0844 0.0 0.0 0.0 0.05
H 2.8375 5.2015 3.7643 0.0 0.0 0.0 0.12
H 2.6378 7.6334 3.3233 0.0 0.0 0.0 0.11
H 1.1590 8.4593 1.5229 0.0 0.0 0.0 0.11
H -0.1444 6.8651 0.1414 0.0 0.0 0.0 0.12
H -2.6964 3.5162 0.4569 0.0 0.0 0.0 0.05
H -2.6359 2.1320 1.5625 0.0 0.0 0.0 0.05
H -3.5153 1.9954 0.0228 0.0 0.0 0.0 0.04
H -0.7797 4.5340 -1.9388 0.0 0.0 0.0 0.07
H -2.5019 4.1594 -1.7864 0.0 0.0 0.0 0.08
H -1.7124 4.0267 -3.3543 0.0 0.0 0.0 0.10
H 0.9170 2.6508 -2.3221 0.0 0.0 0.0 0.09
H 0.0263 2.2800 -3.8114 0.0 0.0 0.0 0.10
H 0.3357 0.9969 -2.6675 0.0 0.0 0.0 0.06
H -3.3419 1.8741 -2.2744 0.0 0.0 0.0 0.08
H -2.2368 0.4766 -2.4441 0.0 0.0 0.0 0.05
H -2.3677 1.6403 -3.7319 0.0 0.0 0.0 0.10
H 2.5396 -1.6640 1.1363 0.0 0.0 0.0 0.05
H 2.8655 -1.4734 2.8762 0.0 0.0 0.0 0.09
H 4.1808 -1.4093 1.7035 0.0 0.0 0.0 0.10
H 2.0417 0.4815 -1.1010 -0.1 -0.3 0.1 0.05
H 3.9066 0.1025 -0.1801 0.1 0.1 0.0 0.11
H 3.9283 1.7960 0.3665 -0.1 0.0 0.0 0.13
H 3.7978 0.6462 3.7625 0.0 0.0 0.0 0.08
H 3.7524 2.1472 2.8157 0.0 0.0 0.0 0.07
H 4.9475 0.8935 2.4606 0.0 0.0 0.0 0.10
O 3.6365 -1.9238 -1.2298 0.0 -0.1 0.0 -0.36
As 2.0485 -2.3233 -2.0225 0.1 -0.2 -0.1 1.26
O 1.1436 -1.2590 -1.0110 0.0 0.2 0.0 -0.65
O 2.1435 1.1586 -0.4177 0.2 0.3 -0.1 -0.16
C 1.9102 -4.1525 -1.1524 0.0 0.1 0.1 -0.28
C 2.8597 -4.9415 -1.7980 0.0 0.0 0.0 -0.13
C 3.1427 -6.2445 -1.4165 0.0 0.0 0.0 -0.05
C 2.4560 -6.8148 -0.3594 0.0 0.0 0.0 -0.05
C 1.4656 -6.0872 0.2769 0.0 0.0 0.0 -0.05
C 1.1986 -4.7786 -0.1220 0.0 0.0 0.0 -0.26
S -0.2048 -4.0810 0.6884 0.0 -0.1 0.0 0.69
O -1.3308 -4.0757 -0.4226 -0.1 0.0 0.0 -0.16
O -0.6771 -4.9690 1.6917 0.0 0.0 0.0 -0.22
O 0.0476 -2.7117 1.1121 0.2 0.1 0.0 -0.33
H 4.3617 -2.1238 -1.8337 0.0 0.1 0.0 0.03
H 3.4051 -4.5232 -2.6408 0.0 0.0 0.0 0.09
H 3.8955 -6.8108 -1.9487 0.0 0.0 0.0 0.12
H 2.6681 -7.8265 -0.0426 0.0 0.0 0.0 0.12
H 0.8872 -6.5288 1.0750 0.0 0.0 0.0 0.11
N -3.6824 -0.6221 0.1041 0.0 0.0 0.0 0.14
C -3.3611 -0.6468 1.4707 0.0 0.0 0.0 -0.30
C -4.3844 -0.5363 2.4116 0.0 0.0 0.0 0.02
C -4.0684 -0.6480 3.7481 0.0 0.0 0.0 -0.02
C -2.7500 -0.9014 4.1168 0.0 0.0 0.0 -0.03
C -1.8033 -0.9693 3.1227 0.0 0.0 0.0 -0.12
N -2.0875 -0.7918 1.8230 0.0 0.0 0.0 0.06
C -3.1756 -1.5726 -0.7807 0.0 0.1 0.0 -0.29
C -4.1089 -2.2015 -1.6650 0.0 0.0 0.0 0.06
C -3.6543 -3.1620 -2.5536 0.1 0.0 0.0 -0.02
C -2.3520 -3.5727 -2.4796 0.0 0.0 0.0 0.06
C -1.4476 -3.0085 -1.4447 0.0 0.0 0.0 -0.31
N -1.9041 -1.8215 -0.7749 0.1 -0.1 0.1 0.09
H -4.6594 -0.4270 -0.0576 0.0 0.0 0.0 0.14
H -5.4082 -0.4033 2.0877 0.0 0.0 0.0 0.13
H -4.8460 -0.5763 4.4965 0.0 0.0 0.0 0.12
H -2.4687 -1.0464 5.1495 0.0 0.0 0.0 0.12
H -0.7667 -1.1797 3.3458 0.0 0.0 0.0 0.09
H -5.1461 -1.8966 -1.6398 0.0 0.0 0.0 0.12
H -4.3190 -3.5784 -3.2970 0.0 0.0 0.0 0.13
H -1.9302 -4.2947 -3.1623 0.0 0.0 0.0 0.14
H -0.4690 -2.8264 -1.8710 0.0 0.0 0.0 0.08
F -0.7366 -0.9941 -3.2370 -0.1 0.0 0.0 -0.22
P -0.5671 -1.4170 -4.8365 -0.1 0.1 0.0 0.17
F -0.3964 -1.8664 -6.3482 0.0 0.0 0.0 -0.11
F 0.9821 -0.9916 -4.7332 0.0 0.0 0.0 -0.18
F -2.1344 -1.8396 -4.8454 0.0 0.0 0.0 -0.15
F -0.1917 -2.9214 -4.3117 0.1 -0.1 0.0 -0.19
F -0.9695 0.0865 -5.2543 0.0 0.0 0.0 -0.14
```
Forces are in eV/Å.

Its spin multiplicity is 2. The value obtained for the frontier orbital gap (alpha / beta) is 7.68 / 6.43 eV. The LUMO energy (alpha / beta) is -3.277 / -4.517 eV. As for the charge: +1. The calculation puts the HOMO energy (alpha / beta) at -10.95 / -10.95 eV.

(3)
Entry from the Open Molecules 2025 dataset: C34H42BeBrCaClI2LiNNaO12S2 as an isolated structure (ωB97M-V/def2-TZVPD).

Structure (XYZ):
```
99
Properties=species:S:1:pos:R:3:forces:R:3:lowdin_charge:R:1
C 6.2278 4.3454 0.0297 -7.0 0.1 -1.8 0.08
C 5.0398 4.2835 -0.5575 5.0 -0.2 3.1 -0.10
C 3.5904 3.9715 -1.2164 1.2 -0.5 0.4 -0.19
C 2.6722 3.0187 -0.2627 -0.4 -1.9 2.1 -0.08
C 3.4858 1.8947 0.5353 -4.0 0.2 0.4 0.08
C 2.7559 0.8741 1.5188 -1.4 2.8 -1.9 -0.05
C 3.6808 -0.2367 2.2186 0.3 -0.3 -0.8 -0.17
C 4.2415 -1.3199 1.1252 1.6 -2.0 -2.3 -0.14
C 5.3970 -1.0157 0.0997 -1.7 -3.3 0.2 0.00
C 5.8975 -2.1348 -0.8938 -2.0 -0.9 1.4 0.05
C 5.2960 -3.6241 -0.9505 -2.6 2.8 3.9 0.01
C 4.1253 -3.9290 0.0758 2.5 2.6 -1.0 -0.01
C 3.6111 -2.7991 1.0906 1.8 0.1 -1.5 -0.04
C 1.2038 1.0530 1.6952 1.3 1.3 -1.6 0.02
C 0.3860 2.1795 0.8972 2.0 -0.3 -0.3 0.02
C 1.0838 3.1869 -0.1294 2.3 -2.5 2.1 -0.12
C 0.2554 4.2864 -0.9662 -0.1 -0.7 1.5 -0.70
I 0.5767 4.1065 -3.1605 -0.3 -0.7 0.9 0.67
C 0.4287 5.8120 -0.4159 -2.1 -0.7 1.6 -0.68
C -1.0666 6.3694 -0.0050 0.5 0.7 0.3 -0.23
I 1.1386 7.2306 -1.9714 0.1 0.4 0.6 0.58
C -1.2137 2.2144 1.2146 -0.5 1.0 0.4 -0.20
O -1.8994 3.2851 1.3317 2.7 -4.1 -0.9 -0.01
C -1.8788 0.7362 1.4290 1.6 -2.4 1.3 -0.11
C -3.3562 0.4276 0.8471 1.1 0.6 0.7 -0.14
C -4.4158 1.3909 1.6298 0.8 0.3 -0.1 -0.21
C -5.0964 2.4729 0.6445 -1.0 -0.4 0.0 -0.19
C -5.8328 1.7612 -0.6368 0.5 1.1 0.0 -0.28
N -6.6750 0.5894 -0.2140 0.5 -0.2 -1.0 -0.04
C -1.1381 -0.2913 2.1470 -0.6 3.1 -1.7 0.08
C 0.3675 0.0541 2.6790 0.3 -0.5 1.9 -0.24
O 0.8068 -0.3947 3.7819 -1.8 1.9 -5.0 0.05
H 6.9910 4.5316 0.8845 -1.5 -0.5 -2.3 0.07
H 3.8081 3.3832 -2.1839 -0.4 0.9 1.4 0.12
H 3.0579 4.9518 -1.5050 1.0 -1.6 0.6 0.02
H 4.6361 1.7820 0.3959 -2.4 0.5 0.1 0.11
H 3.1674 -0.8605 3.0347 0.4 1.3 -1.3 0.01
H 4.5758 0.3080 2.7270 -1.6 -1.0 -1.0 0.14
H 5.9151 0.0143 0.0522 -0.9 -2.0 0.0 0.09
H 6.7354 -1.9149 -1.6701 -1.2 0.1 1.4 0.09
H 5.6772 -4.4341 -1.6748 -0.7 1.6 1.3 0.11
H 3.6415 -4.9862 0.0615 0.8 2.2 0.3 0.10
H 2.7600 -3.1252 1.8115 1.4 0.9 -1.7 0.06
H -0.8774 4.0297 -0.8313 2.0 0.4 -0.3 0.04
H 1.0748 5.8886 0.5417 -0.7 -0.2 -1.9 0.12
H -1.8186 6.2987 -0.9029 1.9 0.3 2.9 -0.15
H -1.4856 5.8117 0.9274 0.8 0.6 -1.8 0.10
H -1.0247 7.4914 0.2768 0.0 -1.8 -0.6 0.09
H -3.6033 -0.6948 1.0490 0.6 2.1 -0.5 0.12
H -3.3065 0.6458 -0.2987 -0.3 -0.5 2.1 0.13
H -3.8208 1.9570 2.4602 -1.2 -1.0 -1.5 0.12
H -5.1649 0.6948 2.1711 0.9 1.3 -1.0 0.09
H -4.3708 3.3209 0.3096 -1.1 -1.8 0.6 0.10
H -5.9358 3.0136 1.2426 1.2 -0.8 -0.9 0.09
H -6.5543 2.5306 -1.1227 1.3 -1.2 0.9 0.12
H -5.0515 1.4994 -1.4545 -1.1 0.4 1.4 0.11
H -6.0949 -0.1957 0.1438 -0.3 0.9 -0.4 0.06
H -7.0966 0.2145 -1.0952 0.3 0.4 1.1 0.09
H -1.5931 -1.3308 2.3352 0.9 1.8 -0.2 0.13
Ca -2.6285 5.8346 -2.6871 -0.8 -0.3 -1.6 0.62
O 3.1447 -7.2772 4.3832 0.9 -0.6 4.9 -0.41
S 3.5366 -6.0743 3.5757 -0.6 3.0 -7.1 0.21
O 2.3277 -5.3996 3.0872 0.5 -0.6 1.1 -0.34
O 4.3596 -6.5000 2.4397 -0.4 -0.4 1.5 -0.29
O 4.3160 -5.1384 4.4320 0.7 1.6 0.9 -0.65
C -8.8107 -1.0273 2.2270 0.0 -0.5 -0.2 -0.16
C -10.2589 -0.6812 1.9337 0.2 -0.9 -0.7 -0.36
O -10.9439 -1.8215 1.4470 0.1 0.3 0.4 -0.03
H -8.3137 -1.3931 1.3251 0.0 0.3 0.1 0.10
H -8.2654 -0.1518 2.6002 0.4 -0.2 -0.4 -0.06
H -8.7465 -1.8265 2.9733 0.0 0.1 0.1 0.09
H -10.3188 0.1008 1.1732 -0.2 -0.1 0.1 0.13
H -10.7706 -0.3234 2.8394 -0.3 0.4 0.3 0.04
H -10.8951 -2.5076 2.1296 -0.1 0.0 -0.3 0.11
Cl 3.9182 -2.8533 3.9075 0.6 -1.2 -0.4 0.49
C 1.2693 -2.9792 -4.1690 0.0 0.0 -0.2 -0.22
C 0.0748 -3.9341 -4.2037 -0.2 0.1 -0.1 -0.23
C 0.5875 -5.3243 -3.8250 -0.5 -0.1 -0.4 -0.23
S 2.0099 -5.0630 -2.7723 0.2 0.0 0.3 0.66
O 3.1843 -5.5538 -3.4556 -0.3 0.0 0.4 -0.31
O 1.6809 -5.4580 -1.4204 0.3 -0.1 -0.4 -0.33
C 2.0026 -3.2818 -2.8693 0.0 0.5 -0.2 -0.24
H 0.9548 -1.9340 -4.2182 0.1 -0.1 0.0 0.11
H 1.9247 -3.1763 -5.0240 0.0 0.1 0.1 0.12
H -0.6748 -3.6066 -3.4749 0.1 0.0 0.0 0.11
H -0.4056 -3.9452 -5.1854 0.0 0.0 0.1 0.11
H -0.1654 -5.8965 -3.2808 0.3 -0.1 0.0 0.10
H 0.9157 -5.8828 -4.7041 0.1 0.0 0.2 0.11
H 3.0250 -2.9036 -2.8546 0.0 -0.2 0.1 0.10
H 1.4483 -2.9026 -2.0070 0.1 -0.1 0.0 0.11
Be -9.3503 0.5645 4.0119 -0.8 -0.4 0.6 0.56
C 7.8367 0.1588 -3.2934 1.3 -1.6 -1.5 -0.87
O 7.9590 0.8676 -4.3249 0.2 -0.4 -0.1 -0.08
O 7.1796 0.8295 -2.3134 -1.0 1.2 1.1 -0.01
O 8.2078 -1.0075 -3.0464 -0.5 0.4 0.1 -0.06
H 7.0828 1.6236 -2.8760 -0.4 0.3 0.8 0.08
Na -7.8485 2.3699 3.5338 0.8 1.0 -0.2 0.47
Br 3.8671 -6.4938 6.4044 -1.2 -2.0 -1.2 0.77
Li 1.9255 9.4054 -3.7966 0.0 -0.1 0.1 0.70
```
Forces are in eV/Å.

Its spin multiplicity is 1. The value obtained for the frontier orbital gap is 2.35 eV. The LUMO energy is -5.141 eV. As for the charge: +1. The calculation puts the HOMO energy at -7.49 eV.

Record-wise total energy values, in eV: -56594.910, -176696.290, -205856.196
Record-wise max |F| values, in eV Å⁻¹: 0.787, 0.371, 7.697
Record-wise energy relative to the best compared isomer or geometry (same formula, charge and spin) values, in kJ/mol: 14.53, 0.00, 1718.89